# C6H19O5P2Si

2 unconnected molecules or ions with the total composition C6H19O5P2Si at a distorted geometry (ωB97M-V/def2-TZVPD, the OMol25 dataset).

XYZ file:
```
33
Properties=species:S:1:pos:R:3:forces:R:3:nbo_charge:R:1
C -1.9295 -4.2897 0.5214 0.002 0.213 0.263 -0.81
C -0.5444 -4.0637 -0.3881 -1.137 -0.757 1.690 -0.10
O 0.1855 -2.9284 0.1958 -0.965 -1.690 -2.583 -0.58
C 0.8389 -2.0940 -0.8245 1.449 -0.247 0.187 -0.44
P 0.1624 -0.2945 -0.5823 0.680 0.330 0.314 0.38
Si -0.7409 1.6909 -0.0720 -0.198 1.571 0.693 1.30
C -2.6686 1.3415 0.0599 -0.418 -0.630 0.479 -1.15
C -0.4866 2.9741 -1.4847 -0.324 0.687 -1.000 -1.14
C -0.0540 2.2376 1.6520 -0.196 -0.593 0.525 -1.15
H -2.6020 -5.1672 0.0893 1.437 1.745 0.793 0.17
H -2.5875 -3.2964 0.5702 1.524 -2.109 -0.242 0.21
H -1.6479 -4.5694 1.6457 -0.494 0.602 -2.447 0.20
H -0.8770 -3.9236 -1.5008 0.888 -0.115 2.020 0.17
H 0.0796 -5.0669 -0.2247 -1.101 2.034 -0.721 0.15
H 0.6426 -2.4203 -1.9313 0.442 0.186 1.959 0.15
H 1.9880 -2.0422 -0.5394 -2.170 -0.234 -0.856 0.22
H -0.7272 -0.4502 -1.7157 -0.012 -0.210 -0.245 -0.12
H -0.1733 -0.6846 0.7833 0.208 -0.307 -0.103 -0.08
H 1.4503 0.3061 -0.8429 0.127 -0.169 0.063 0.11
H -3.2905 2.3225 0.2637 0.981 -2.066 -0.455 0.21
H -2.9863 0.7766 -0.9189 0.214 1.162 1.789 0.21
H -2.7629 0.5772 0.9716 -0.120 1.646 -1.872 0.22
H -1.0049 2.5179 -2.4545 1.110 1.019 1.740 0.19
H -1.0629 3.9550 -1.2079 1.034 -1.609 -0.602 0.21
H 0.6402 3.2335 -1.6788 -2.031 -0.558 0.473 0.31
H -0.5255 3.2740 1.9492 1.048 -1.985 -0.303 0.21
H 1.1227 2.2367 1.6486 -1.485 0.429 0.091 0.38
H -0.3686 1.3738 2.4134 0.452 1.923 -1.326 0.20
O 3.7451 1.1937 -0.0625 -0.698 -1.688 -0.952 -1.29
P 3.9859 2.4947 0.7205 0.486 0.464 0.118 2.50
O 3.3200 3.6676 -0.0174 -0.880 1.053 -0.718 -1.29
O 5.4976 2.7519 0.8337 1.229 0.136 -0.011 -1.28
O 3.3816 2.3656 2.1283 -1.081 -0.233 1.239 -1.28
```
Positions in Å, forces in eV/Å.

Summary:
HOMO-LUMO gap   0.053 Ha
Charge   -3
HOMO level   5.0 eV
M   261.25 g mol⁻¹
Electronic energy   -43212.2888 eV

=====

# C21H25BHfN8O3

A molecular structure, C21H25BHfN8O3 (ωB97M-V/def2-TZVPD, the OMol25 dataset).

XYZ file:
```
59
Properties=species:S:1:pos:R:3:forces:R:3:nbo_charge:R:1
Hf -0.0230 0.3061 -0.8130 0.198 0.429 0.456 2.52
O -1.8003 -2.7252 -3.1456 -0.079 0.032 -0.009 -0.46
C -1.4888 -1.7167 -2.5871 0.082 -0.132 -0.048 0.65
N -0.2410 -1.4407 -1.9826 -0.126 -0.058 0.079 -0.93
C 0.7300 -2.4537 -1.9434 -0.073 -0.049 -0.087 0.65
O 0.6049 -3.5985 -2.2685 0.088 -0.012 0.029 -0.47
C 2.0338 -1.9488 -1.3685 -0.048 -0.063 -0.121 0.13
C 3.1973 -2.6811 -1.4698 -0.015 0.052 0.024 -0.18
C 4.3651 -2.1289 -0.9602 -0.024 -0.018 -0.018 -0.09
C 4.3235 -0.8759 -0.3614 -0.054 0.055 0.014 -0.22
C 3.1158 -0.2121 -0.2810 0.094 -0.033 -0.016 0.08
N 1.9854 -0.7440 -0.7762 -0.196 0.114 0.023 -0.60
C -2.4540 -0.5563 -2.4891 0.010 -0.091 -0.071 0.14
C -3.6609 -0.5880 -3.1559 0.046 0.034 0.041 -0.18
C -4.4904 0.5219 -3.0692 0.007 -0.033 -0.010 -0.09
C -4.0845 1.6226 -2.3259 0.062 0.009 0.038 -0.21
C -2.8628 1.5791 -1.6842 -0.101 0.032 -0.037 0.08
N -2.0661 0.5016 -1.7563 0.250 -0.053 0.038 -0.60
H 3.1691 -3.6467 -1.9551 -0.005 0.000 -0.003 0.28
H 5.3015 -2.6645 -1.0396 0.007 -0.003 0.003 0.26
H 5.2163 -0.4099 0.0298 0.008 -0.006 -0.002 0.26
H 3.0379 0.7719 0.1634 0.006 -0.008 0.006 0.22
H -3.9151 -1.4663 -3.7325 -0.003 0.000 -0.002 0.28
H -5.4402 0.5338 -3.5867 -0.006 0.003 -0.002 0.26
H -4.6977 2.5089 -2.2522 -0.002 0.002 -0.001 0.26
H -2.4985 2.4263 -1.1144 -0.001 -0.004 -0.005 0.22
C 1.1943 -0.0018 3.1594 0.015 -0.001 -0.027 -0.42
N 1.0214 1.4505 3.0878 -0.019 0.057 0.044 -0.32
C 1.2644 2.1760 4.3518 -0.004 -0.046 -0.079 -0.42
C 0.6802 2.0605 1.9846 -0.027 0.078 -0.046 0.74
C 0.5589 3.5435 1.8806 0.023 -0.018 0.015 -0.70
O 0.4471 1.3935 0.9094 -0.073 -0.303 -0.188 -0.83
H 0.3877 -0.4342 3.7522 0.006 -0.015 -0.009 0.23
H 2.1447 -0.2121 3.6466 -0.002 -0.016 -0.001 0.24
H 1.1931 -0.4327 2.1640 0.011 -0.006 0.056 0.22
H 1.2873 1.4428 5.1521 0.007 0.012 0.010 0.24
H 0.4597 2.8768 4.5499 0.013 0.018 0.027 0.23
H 2.2218 2.6924 4.3140 -0.012 0.019 0.026 0.24
H 0.7402 4.0803 2.8032 0.017 -0.016 0.015 0.25
H -0.4366 3.7867 1.5088 0.003 0.007 -0.007 0.26
H 1.2755 3.8764 1.1274 -0.022 0.020 -0.018 0.28
N -1.3057 -4.1345 2.4998 -0.027 -0.037 0.027 -0.75
C -1.5483 -2.8427 2.2341 0.053 0.024 -0.060 0.38
C -0.9766 -2.2018 1.1055 -0.042 -0.003 0.008 -0.02
N -1.2355 -0.9286 0.8485 -0.020 0.128 -0.123 -0.53
C -2.0737 -0.2651 1.6649 0.093 0.091 0.090 -0.08
C -2.5800 -0.8902 2.7894 -0.056 -0.048 -0.098 0.06
N -2.3143 -2.1538 3.0837 0.023 -0.019 -0.007 -0.40
H -0.8732 -4.7415 1.8254 0.007 0.010 0.006 0.42
H -1.7919 -4.5578 3.2744 0.001 -0.005 -0.002 0.43
H -0.3295 -2.7435 0.4268 0.000 -0.014 0.014 0.22
H -2.3173 0.7617 1.4261 0.025 0.004 0.015 0.21
H -3.2268 -0.3527 3.4722 -0.015 -0.006 0.004 0.23
B 1.6734 2.8407 -4.3292 -0.137 -0.077 0.332 -0.62
C 1.0958 2.3058 -3.0161 0.060 0.070 -0.114 0.64
N 0.6597 1.8722 -2.0112 -0.104 -0.156 -0.049 -0.91
H 0.7644 3.4545 -4.8281 -0.007 0.044 -0.062 0.08
H 2.6096 3.5226 -3.9999 0.047 0.043 -0.043 0.08
H 1.9731 1.8415 -4.9328 0.039 -0.040 -0.073 0.07
```
Positions in Å, forces in eV/Å.

Summary:
HOMO-LUMO gap   0.294 Ha
Charge   +2
HOMO level   -14.8 eV
M   626.79 g mol⁻¹
Electronic energy   -42219.9709 eV

=====

# C6H11N

A gas-phase ion, C6H11N (charge -1) at a distorted geometry (ωB97M-V/def2-TZVPD, the OMol25 dataset).

XYZ file:
```
18
Properties=species:S:1:pos:R:3:forces:R:3:nbo_charge:R:1
C 1.5639 0.8397 0.6274 0.221 -1.446 0.254 -0.63
N 2.1389 -1.3715 -1.7433 0.516 -0.032 -1.218 -0.86
C 1.2421 -0.2770 -1.5797 -0.576 -0.153 0.247 -0.11
C 0.6231 0.0273 -0.3233 0.560 0.982 0.072 -0.30
C -0.7635 -0.1383 -0.1336 0.591 0.992 -1.274 -0.20
C -1.5523 0.6065 0.7139 -1.197 -0.078 0.950 -0.48
C -2.8260 0.0610 1.3215 -0.542 -0.887 -1.186 -0.62
H 1.2447 1.7013 1.2115 -0.696 0.099 -0.264 0.19
H 2.4927 1.1412 0.1398 -0.208 0.167 -0.555 0.19
H 1.9580 0.1372 1.3602 0.002 -0.155 0.732 0.17
H 2.7860 -1.2780 -2.5174 -0.042 0.039 0.053 0.34
H 2.5931 -1.8574 -0.9889 -0.385 0.478 0.576 0.36
H 0.6996 0.0282 -2.4746 0.135 -0.647 -0.365 0.13
H -1.2789 -0.7302 -0.9414 0.437 -0.226 1.070 0.16
H -1.2796 1.6119 1.0077 0.497 -0.128 0.456 0.17
H -2.7269 -0.7472 2.0700 0.371 0.611 0.579 0.16
H -3.3704 -0.5745 0.5753 -0.003 0.590 -0.167 0.16
H -3.5445 0.8200 1.6750 0.317 -0.207 0.039 0.18
```
Positions in Å, forces in eV/Å.

Summary:
HOMO-LUMO gap (spin up / spin down)   0.177 / 0.189 Ha
Spin multiplicity   2
Charge   -1
HOMO level (spin up / spin down)   -0.5 / -0.9 eV
M   97.16 g mol⁻¹
Electronic energy   -7886.8446 eV

=====

# C3H2N4O4

C3H2N4O4 in the gas phase at a distorted geometry (ωB97M-V/def2-TZVPD, the OMol25 dataset).

XYZ file:
```
13
Properties=species:S:1:pos:R:3:forces:R:3:nbo_charge:R:1
N -2.8508 0.9034 0.1774 -0.498 0.383 0.213 -0.23
C -1.9082 0.3386 -0.1316 -0.016 -0.315 -0.140 0.23
C -0.7439 -0.4309 -0.4885 2.300 1.198 1.292 -0.27
N -0.7759 -1.8795 -0.2661 -0.333 -1.660 0.254 0.16
O -1.8319 -2.4246 -0.1203 0.546 1.083 -0.152 -0.21
C 0.5801 0.0639 0.4235 -2.684 -0.148 -0.823 -0.04
N 1.6821 -0.8409 0.0816 1.713 -0.831 -0.473 0.14
O 2.6267 -0.8343 0.8202 -1.221 0.335 -0.202 -0.19
N 0.9965 1.4413 -0.0422 -0.238 -0.862 0.405 0.53
O 1.6078 2.0822 0.7624 0.375 0.509 0.351 -0.32
O 0.7200 1.7335 -1.1724 -0.058 0.420 -0.730 -0.35
H -0.4561 -0.2756 -1.5343 0.011 -0.081 0.140 0.30
H 0.3539 0.1228 1.4901 0.101 -0.030 -0.134 0.25
```
Positions in Å, forces in eV/Å.

Summary:
HOMO-LUMO gap (spin up / spin down)   0.315 / 0.315 Ha
Charge   0
SMILES string   N#C[C@H](N=O)[C@@H](N=O)[N+](=O)[O-]
HOMO level (spin up / spin down)   -10.4 / -10.4 eV
M   158.07 g mol⁻¹
Electronic energy   -17284.5785 eV

=====

# C4H7NO2

2 unconnected molecules or ions with the total composition C4H7NO2 (ωB97M-V/def2-TZVPD, the OMol25 dataset).

XYZ file:
```
14
Properties=species:S:1:pos:R:3:forces:R:3:nbo_charge:R:1
O -0.2391 -2.5400 0.5206 -0.005 -0.006 0.150 -0.69
C 0.2247 -1.2726 0.1843 -0.011 0.144 -0.078 -0.05
C -0.2288 -0.6635 -1.0988 -0.002 0.204 0.028 0.03
N -0.5140 0.5847 -0.8254 0.013 -0.180 -0.130 -0.37
C -0.4518 0.9689 0.5040 -0.045 -0.051 0.128 -0.32
C -0.1583 -0.2052 1.2394 0.075 0.007 0.144 0.46
O -0.1882 -0.5011 2.4319 -0.018 0.126 -0.310 -0.62
H -0.3688 -2.4823 1.4863 -0.007 -0.109 -0.109 0.50
H 1.3351 -1.2377 0.1410 -0.101 0.024 0.008 0.21
H -0.2014 -1.0454 -2.1092 -0.014 0.056 0.137 0.22
H 0.0991 3.3709 -1.1706 -0.016 0.071 0.000 -0.01
H -0.7532 1.2540 -1.5491 0.043 -0.105 0.088 0.43
H -0.4650 3.7917 -1.4111 0.027 -0.035 -0.012 0.01
H -0.8453 1.9240 0.8148 0.062 -0.144 -0.044 0.22
```
Positions in Å, forces in eV/Å.

Summary:
HOMO-LUMO gap (spin up / spin down)   0.293 / 0.293 Ha
Charge   0
HOMO level (spin up / spin down)   -7.9 / -7.9 eV
M   101.10 g mol⁻¹
Electronic energy   -9843.7690 eV

=====

# C9H6CuF5N2S

A molecular structure, C9H6CuF5N2S (ωB97M-V/def2-TZVPD, the OMol25 dataset).

XYZ file:
```
24
Properties=species:S:1:pos:R:3:forces:R:3:nbo_charge:R:1
Cu 0.6746 0.2616 1.1243 -0.017 -0.015 -0.052 0.66
F 0.8994 -0.4095 7.7518 0.020 -0.012 0.043 -0.29
C 0.4581 -0.2026 6.5100 -0.012 0.003 -0.025 0.25
C 0.6460 -1.1623 5.5321 -0.052 0.106 -0.020 0.30
F 1.2771 -2.3008 5.8312 0.028 -0.045 0.009 -0.30
C 0.1777 -0.9331 4.2514 0.057 -0.041 0.060 0.30
F 0.4020 -1.8926 3.3435 -0.007 -0.014 -0.044 -0.31
C -0.4802 0.2377 3.8862 -0.018 -0.077 -0.191 -0.27
S -1.1346 0.4946 2.2594 0.047 0.066 0.163 -0.41
C -0.6422 1.1808 4.8939 -0.068 0.077 0.118 0.32
F -1.2564 2.3405 4.6456 -0.012 -0.004 -0.054 -0.29
C -0.1903 0.9744 6.1863 0.032 -0.075 -0.037 0.26
F -0.3725 1.9058 7.1251 -0.010 0.040 0.017 -0.29
C 5.1787 1.0452 -1.4089 -0.012 -0.049 -0.031 -0.39
N 4.2391 -0.0694 -1.3360 -0.159 -0.003 0.097 -0.45
C 4.5517 -1.3266 -2.0096 -0.006 0.062 0.008 -0.39
C 3.1678 0.0229 -0.5905 0.064 0.007 -0.001 0.57
N 2.2212 0.1085 0.0637 0.027 -0.006 -0.017 -0.55
H 6.1359 0.7577 -0.9721 0.012 0.014 -0.010 0.21
H 4.7743 1.8910 -0.8602 0.018 0.008 -0.001 0.23
H 5.3237 1.3336 -2.4503 0.026 0.001 0.006 0.21
H 5.4697 -1.7555 -1.6060 0.012 0.009 -0.004 0.21
H 4.6710 -1.1470 -3.0782 0.013 -0.028 -0.001 0.21
H 3.7338 -2.0244 -1.8526 0.020 -0.022 -0.033 0.23
```
Positions in Å, forces in eV/Å.

Summary:
HOMO-LUMO gap   0.283 Ha
Charge   0
HOMO level   -7.7 eV
M   332.76 g mol⁻¹
Electronic energy   -81471.9390 eV